# 1
The following is a quantum chemistry calculation of 2 unconnected molecules or ions with the total composition C3H12NOS at a distorted geometry, from the Open Molecules 2025 dataset.

Computed properties:
Calculated total energy = -649.40579 a.u.
LUMO energy = -0.136 Ha
M = 110.20 g/mol
Energy above the lowest of the compared OMol25 structures with the same formula, charge and spin = 117.78 kJ/mol
Charge = +1
Orbital gap = 8.656 eV

Last column: natural (NBO) charge in e.
Element x y z (Å)
C 0.07247 1.00866 0.57894  -0.23
C 0.37353 -0.10340 -0.37559  -0.48
C -0.03237 -1.51463 -0.02550  -0.54
S 0.43809 -2.68369 -1.32279  0.01
N 1.02681 1.02224 1.78254  -0.68
H -0.07442 2.02850 0.21637  0.25
H -0.95117 0.94383 0.97957  0.23
H 1.45118 -0.00467 -0.61011  0.21
H 0.12852 0.17778 -1.39397  0.29
H -1.12028 -1.59689 -0.03663  0.25
H 0.29119 -1.83754 0.96071  0.21
H 1.76472 -2.80791 -1.15978  0.13
H 0.90336 1.90263 2.24534  0.45
H 0.62958 0.32087 2.41219  0.44
H 1.94132 0.67741 1.49709  0.45
H -2.16570 0.33377 -2.54485  0.49
H -2.63533 1.44122 -1.54268  0.49
O -2.04151 0.69183 -1.66084  -0.98

# 2
The following is a quantum chemistry calculation of a molecular structure, C9H14BaN2O15P2S2 at a distorted geometry, from the Open Molecules 2025 dataset.

Computed properties:
Calculated total energy = -3094.48590 a.u.
LUMO energy = 0.164 Ha
M = 653.62 g/mol
Energy above the lowest of the compared OMol25 structures with the same formula, charge and spin = 351.22 kJ/mol
Charge = -2
Orbital gap = 7.789 eV

Last column: Löwdin charge in e.
Element x y z (Å)
Ba 1.71836 0.63783 0.14629  2.38
C -0.64342 0.55782 4.73203  -0.08
C 0.48224 1.13530 3.89740  -0.59
O 1.06514 2.27537 4.55598  -0.07
P -0.07191 1.73924 2.27649  0.43
O -1.32901 2.71102 2.58794  -0.13
O -0.74095 0.47156 1.56372  -0.21
O 0.95341 2.45805 1.49706  -0.47
P 1.85750 -0.10070 3.59985  0.26
O 1.06917 -1.45313 3.17925  -0.15
O 2.54374 -0.29726 4.90088  -0.32
O 2.62895 0.43501 2.42497  -0.51
H -1.32359 1.35056 5.04936  0.08
H -0.21574 0.05983 5.60317  0.08
H -1.18886 -0.17239 4.13499  0.08
H 2.02047 2.22064 4.42494  0.08
H -1.70093 2.92852 1.70774  0.06
H -1.29859 0.91101 0.83453  0.03
H 1.05749 -1.56450 2.20543  0.04
O -1.43821 3.21485 -2.17193  -0.28
S -1.06522 2.06885 -1.38275  0.51
O -1.92502 1.97558 -0.16644  -0.36
O 0.33643 1.91772 -1.05309  -0.62
C -1.54728 0.61389 -2.30766  -0.21
C -2.90268 0.30803 -2.27610  -0.06
C -3.39204 -0.78122 -2.97282  -0.09
C -2.51587 -1.57755 -3.69713  -0.08
C -1.16614 -1.26936 -3.73152  -0.07
C -0.66231 -0.17450 -3.03568  -0.19
S 1.09456 0.21363 -3.30787  0.48
O 1.49296 -0.80528 -4.27918  -0.36
O 1.09357 1.55607 -3.83344  -0.30
O 1.82869 0.02977 -2.04937  -0.60
H -3.55397 0.94442 -1.69179  0.11
H -4.45055 -1.01049 -2.95098  0.09
H -2.88464 -2.43674 -4.24400  0.10
H -0.47549 -1.86814 -4.30752  0.10
N 1.31865 -3.27746 -2.10901  0.02
N 2.41697 -2.86977 -1.27949  -0.02
C 2.23333 -1.80391 -0.37177  -0.89
O 3.24964 -1.16041 -0.04702  -0.21
O 1.07535 -1.63861 0.10968  -0.25
H 1.20277 -2.57086 -2.83132  0.02
H 0.50791 -3.19721 -1.50287  0.06
H 3.24512 -2.70510 -1.83098  0.12

# 3
The following is a quantum chemistry calculation of C3H4N2 in the gas phase at a distorted geometry, from the Open Molecules 2025 dataset.

Computed properties:
Calculated total energy = -226.07380 a.u.
LUMO energy = 0.033 Ha
Structure (SMILES) = N=C=C1CN1
M = 68.08 g/mol
Energy above the lowest of the compared OMol25 structures with the same formula, charge and spin = 397.47 kJ/mol
Orbital gap = 9.511 eV

Last column: natural (NBO) charge in e.
Element x y z (Å)
N 2.20983 0.99153 -0.69241  -0.60
C 1.48448 0.07418 -0.27495  0.33
C 0.34066 -0.35761 0.10544  -0.07
C -1.04551 -0.57199 -0.20292  -0.24
N -0.58749 -0.04584 1.11925  -0.56
H 1.46137 1.70103 -0.77181  0.36
H -1.57307 0.17276 -0.80006  0.20
H -1.37548 -1.59383 -0.31360  0.21
H -0.57806 -0.73167 1.86507  0.37

# 4
The following is a quantum chemistry calculation of 5 unconnected molecules or ions with the total composition C30H70BrCl2FO16P4Si at a distorted geometry, from the Open Molecules 2025 dataset.

Computed properties:
Calculated total energy = -7637.82398 a.u.
LUMO energy = -0.070 Ha
Structure (SMILES) = C/C(Cl)=C(\Cl)[Si@@H](F)C[C@H](C)Br.CCOP(=O)(OCC)OCC.CCOP(=O)(OCC)OCC.CCOP(=O)(OCC)OCC.CCOP(=O)(OCC)OCC
M = 1008.66 g/mol
Orbital gap = 7.505 eV

Last column: Löwdin charge in e.
Element x y z (Å)
C 6.88764 0.84672 -6.08888  -0.15
C 5.39181 0.60291 -6.73059  -0.63
Cl 4.94818 -1.12754 -7.22601  0.57
C 4.43496 1.74971 -6.87785  -0.63
Cl 4.96072 3.49119 -6.36360  0.54
Si 2.63233 1.59494 -7.55660  0.63
F 2.32703 0.17674 -8.56063  -0.28
C 1.47517 1.68966 -5.97293  -0.32
C 0.42282 0.42583 -5.89976  -0.71
C -1.10604 1.01777 -5.99537  -0.17
Br 0.58831 -0.47519 -4.09894  0.62
H 6.81320 1.28714 -4.97795  0.09
H 7.48092 1.63889 -6.71057  0.08
H 7.49943 -0.16338 -6.07498  0.08
H 2.32132 2.77154 -8.40205  -0.01
H 2.13858 1.66330 -4.98138  0.06
H 0.90912 2.72768 -6.03520  0.09
H 0.65718 -0.41472 -6.70411  0.09
H -1.73067 0.26501 -6.66029  0.09
H -1.17365 2.08881 -6.50633  0.09
H -1.53818 1.03699 -4.90230  0.06
O 0.71473 4.85101 -3.13396  -0.23
P 1.85867 5.61894 -2.42762  0.74
O 2.67996 4.25541 -1.96974  -0.23
C 3.49719 3.61890 -2.93378  -0.31
C 4.74986 4.42547 -3.21886  -0.12
O 1.02395 5.83208 -0.99754  -0.24
C -0.39699 5.89908 -1.00915  -0.31
C -1.00288 4.53061 -0.73868  -0.08
O 3.13685 6.47699 -1.63838  -0.21
C 3.24287 7.84529 -2.00353  -0.32
C 2.03217 8.65348 -1.56961  -0.09
H 2.92868 3.44598 -3.85178  0.08
H 3.77808 2.64066 -2.52945  0.12
H 4.50032 5.36720 -3.71713  0.06
H 5.43307 3.86735 -3.86541  0.02
H 5.26988 4.67896 -2.28844  0.09
H -0.75588 6.32035 -1.95386  0.10
H -0.70217 6.59223 -0.22160  0.11
H -0.53839 3.74198 -1.33608  0.07
H -2.07679 4.53899 -0.94411  0.08
H -0.85424 4.25299 0.30880  0.08
H 3.38642 7.91879 -3.08465  0.11
H 4.13926 8.24338 -1.51807  0.12
H 1.14139 8.35633 -2.13116  0.07
H 2.20087 9.72392 -1.74313  0.08
H 1.81579 8.49676 -0.50562  0.09
O -2.26794 -3.64031 0.48413  -0.23
P -3.02138 -2.59678 -0.37645  0.74
O -2.63359 -1.31076 0.59264  -0.23
C -1.35081 -0.73212 0.44414  -0.30
C -1.24269 0.05316 -0.84917  -0.10
O -4.51536 -2.90682 0.30120  -0.24
C -4.80209 -4.19789 0.82524  -0.31
C -4.51657 -4.24870 2.31819  -0.08
O -3.86325 -1.43079 -1.33802  -0.21
C -4.16016 -1.85874 -2.65921  -0.31
C -5.13660 -3.02203 -2.68291  -0.09
H -0.58166 -1.50787 0.49354  0.10
H -1.19598 -0.05824 1.29339  0.12
H -1.29336 -0.61479 -1.71443  0.02
H -0.29637 0.59974 -0.89437  0.07
H -2.06897 0.76665 -0.94170  0.09
H -4.24553 -4.96777 0.28095  0.10
H -5.86237 -4.39734 0.65241  0.11
H -3.54710 -3.81351 2.57372  0.07
H -4.54331 -5.28048 2.67911  0.08
H -5.26799 -3.67226 2.86543  0.07
H -3.23048 -2.12712 -3.16764  0.11
H -4.59737 -1.00573 -3.18730  0.12
H -4.67911 -3.92564 -2.26901  0.07
H -5.45000 -3.24139 -3.71153  0.08
H -6.02654 -2.80049 -2.08094  0.09
O -7.04960 -2.00687 6.69359  -0.23
P -6.02603 -1.91944 7.85199  0.74
O -6.87031 -0.77261 8.69776  -0.24
C -7.96048 -1.20284 9.49075  -0.31
C -7.48869 -1.94343 10.72766  -0.09
O -5.00493 -0.86313 7.05899  -0.24
C -4.94174 -0.87043 5.63786  -0.31
C -5.88418 0.16929 5.05153  -0.07
O -4.88234 -1.82174 9.14633  -0.21
C -3.99006 -2.92339 9.23017  -0.32
C -3.06766 -3.01137 8.02655  -0.09
H -8.63293 -1.82754 8.89628  0.11
H -8.51827 -0.30972 9.79163  0.12
H -7.01594 -2.89205 10.45558  0.06
H -8.32757 -2.15889 11.39561  0.08
H -6.74318 -1.35455 11.27338  0.08
H -5.15114 -1.87159 5.24727  0.10
H -3.91498 -0.63115 5.35090  0.12
H -6.87840 0.13526 5.50423  0.07
H -5.98605 0.02946 3.97189  0.08
H -5.49583 1.17542 5.23390  0.08
H -4.56665 -3.84546 9.34051  0.11
H -3.39280 -2.79038 10.13751  0.12
H -3.62792 -3.26535 7.12172  0.07
H -2.30476 -3.78497 8.18124  0.08
H -2.56770 -2.05220 7.84359  0.09
O 3.54401 -3.00417 -1.77947  -0.23
P 4.56758 -2.91674 -0.62107  0.74
O 3.72330 -1.76990 0.22470  -0.23
C 2.63314 -2.20013 1.01769  -0.31
C 3.10492 -2.94072 2.25461  -0.08
O 5.58869 -1.86042 -1.41406  -0.24
C 5.65188 -1.86772 -2.83520  -0.30
C 4.70943 -0.82801 -3.42152  -0.08
O 5.71127 -2.81904 0.67328  -0.21
C 6.60356 -3.92069 0.75712  -0.32
C 7.52595 -4.00867 -0.44650  -0.09
H 1.96068 -2.82483 0.42322  0.11
H 2.07535 -1.30702 1.31858  0.12
H 3.57768 -3.88934 1.98252  0.06
H 2.26604 -3.15618 2.92256  0.08
H 3.85044 -2.35185 2.80032  0.08
H 5.44247 -2.86889 -3.22579  0.11
H 6.67864 -1.62844 -3.12216  0.11
H 3.71521 -0.86204 -2.96883  0.05
H 4.60757 -0.96784 -4.50116  0.03
H 5.09778 0.17813 -3.23915  0.07
H 6.02697 -4.84275 0.86746  0.11
H 7.20082 -3.78768 1.66445  0.12
H 6.96569 -4.26265 -1.35133  0.07
H 8.28886 -4.78226 -0.29181  0.08
H 8.02591 -3.04950 -0.62946  0.09

# 5
The following is a quantum chemistry calculation of a molecular structure, C4H4ORh at a distorted geometry, from the Open Molecules 2025 dataset.

Computed properties:
Calculated total energy = -340.24260 a.u.
LUMO energy (alpha / beta) = -0.019 / -0.081 Ha
M = 170.98 g/mol
Energy above the lowest of the compared OMol25 structures with the same formula, charge and spin = 51.77 kJ/mol
Orbital gap (alpha / beta) = 5.247 / 7.180 eV
Expectation value of S² = 8.774
Multiplicity = 6

Last column: natural (NBO) charge in e.
Element x y z (Å)
H 1.57982 -2.11396 -0.88480  0.23
C 0.80243 -1.38632 -0.62056  -0.63
C 1.09258 -0.12254 -0.64371  0.05
C 1.08290 1.21283 -0.51799  -0.49
H 0.79735 1.84768 -1.36211  0.23
H 1.58665 1.69357 0.32623  0.23
C -1.89771 0.06675 0.74577  -0.07
O -1.39322 -0.36774 1.81828  -0.56
Rh -1.13946 -1.83341 0.25265  0.82
H -2.51134 1.00313 0.88623  0.18

# 6
The following is a quantum chemistry calculation of a molecular structure, C41H38Cl2MnN3O5PS2Si at a distorted geometry, from the Open Molecules 2025 dataset.

Computed properties:
Calculated total energy = -5624.37486 a.u.
LUMO energy (alpha / beta) = 0.157 / 0.157 Ha
M = 901.81 g/mol
Charge = -2
Orbital gap (alpha / beta) = 4.636 / 6.586 eV
Expectation value of S² = 9.072
Multiplicity = 6

Last column: Mulliken spin population.
Element x y z (Å)
Mn -0.68888 0.37488 -0.52181  4.32
O -2.73874 0.70685 -1.23217  -0.01
C -2.16229 -0.31859 -1.59750  0.09
C -2.27693 -1.39856 -2.45589  -0.12
C -3.46988 -1.93620 -3.02781  0.30
C -3.42632 -3.13355 -3.69015  -0.15
C -2.22576 -3.83592 -3.85350  0.31
C -1.03866 -3.28884 -3.37277  -0.23
C -1.04054 -2.09479 -2.69459  0.28
P 0.42118 -1.12455 -2.09814  0.00
C 1.45006 -2.59677 -1.74504  -0.05
C 1.31421 -3.02342 -0.42354  0.01
C 1.98565 -4.13855 0.03751  0.00
C 2.81299 -4.85013 -0.81745  0.00
C 2.92331 -4.45963 -2.14047  0.00
C 2.23234 -3.35490 -2.61091  0.00
C 0.75406 -0.38421 -3.74464  -0.04
C -0.19711 0.53354 -4.19434  0.01
C -0.02475 1.21546 -5.38262  0.00
C 1.09393 0.97782 -6.16694  0.01
C 2.04093 0.06178 -5.73560  0.00
C 1.88200 -0.60060 -4.53161  0.02
H -4.40380 -1.40541 -2.90983  0.07
H -4.33756 -3.56088 -4.09094  -0.01
H -2.21692 -4.78550 -4.36915  0.03
H -0.10788 -3.81762 -3.52467  -0.02
H 0.65057 -2.45852 0.22717  0.03
H 1.86610 -4.46341 1.06275  0.00
H 3.36309 -5.71013 -0.45516  0.00
H 3.55305 -5.02453 -2.81859  0.00
H 2.30003 -3.10670 -3.65911  0.00
H -1.06631 0.74669 -3.58380  -0.01
H -0.74920 1.95859 -5.68856  0.00
H 1.23929 1.51978 -7.09530  0.00
H 2.92785 -0.12014 -6.33300  0.00
H 2.67450 -1.23802 -4.17550  0.00
C 5.17396 2.45770 -1.98034  0.00
Si 5.50321 1.20372 -0.58303  0.00
C 6.85779 2.02585 0.51376  0.00
C 6.35647 -0.35169 -1.30484  0.00
C 4.04796 0.80533 0.54967  0.01
C 4.06890 0.91943 1.92339  0.00
C 2.96688 0.49863 2.66536  0.00
C 1.85802 0.03102 1.98798  0.02
N 1.76961 -0.03197 0.66613  -0.01
C 2.86389 0.29321 -0.04375  0.05
S 2.87903 -0.00265 -1.71015  -0.02
H 6.04018 2.55761 -2.63044  0.00
H 4.93542 3.43966 -1.58147  0.00
H 4.33641 2.12767 -2.58339  0.00
H 7.72890 2.28863 -0.08018  0.00
H 7.19108 1.35533 1.30051  0.00
H 6.49192 2.93750 0.97613  0.00
H 7.21816 -0.08834 -1.91194  0.00
H 5.66319 -0.90042 -1.92987  0.00
H 6.69758 -1.02015 -0.52002  0.00
H 4.94304 1.30776 2.43330  0.00
H 2.97603 0.52639 3.74564  0.00
H 0.99028 -0.31531 2.53621  -0.01
C -7.50011 3.22374 -0.91674  0.00
C -6.64023 2.17864 -0.26402  0.00
C -6.24342 1.05236 -0.97496  0.00
C -5.40464 0.11597 -0.39975  0.00
C -4.95553 0.29865 0.89342  0.01
C -5.37266 1.39063 1.62784  0.01
C -6.20793 2.33006 1.04572  0.00
S -3.81248 -0.91314 1.59651  0.02
O -3.95281 -2.11651 0.81639  0.00
O -4.20481 -1.05403 2.99444  0.00
N -2.32308 -0.32900 1.37488  0.00
C -1.87436 0.72034 2.08100  0.03
C -2.43141 1.24864 3.26714  -0.01
C -1.86560 2.35774 3.84576  0.00
C -0.73024 2.92724 3.27315  0.00
C -0.21322 2.32907 2.14084  0.03
N -0.75345 1.27129 1.55098  0.02
H -6.87531 3.86529 -1.54063  0.00
H -7.99344 3.84232 -0.16827  0.00
H -8.25679 2.76269 -1.55194  0.00
H -6.59078 0.92107 -1.99119  0.00
H -5.08303 -0.76862 -0.92432  0.00
H -5.05308 1.50329 2.65124  0.00
H -6.52878 3.19233 1.61463  0.00
H -3.27775 0.74594 3.70786  0.00
H -2.29561 2.78227 4.74602  0.00
H -0.27197 3.81167 3.68806  0.00
H 0.68614 2.71747 1.67960  0.00
Cl 0.04942 5.17131 0.20747  0.00
C -1.16644 4.48013 -0.86390  0.00
Cl -2.47486 3.75769 0.09425  0.00
C -0.45646 3.42005 -1.84062  0.02
O -0.24502 3.86712 -2.95381  0.01
O -0.20522 2.31534 -1.33917  0.02
H -1.57768 5.30570 -1.45018  0.00

Question: What is the M in the third record?
Answer: 68.08 g/mol

What did the first record say?
The following is a quantum chemistry calculation of 2 unconnected molecules or ions with the total composition C3H12NOS at a distorted geometry, from the Open Molecules 2025 dataset.

Computed properties:
Calculated total energy = -649.40579 a.u.
LUMO energy = -0.136 Ha
M = 110.20 g/mol
Energy above the lowest of the compared OMol25 structures with the same formula, charge and spin = 117.78 kJ/mol
Charge = +1
Orbital gap = 8.656 eV

Last column: natural (NBO) charge in e.
Element x y z (Å)
C 0.07247 1.00866 0.57894  -0.23
C 0.37353 -0.10340 -0.37559  -0.48
C -0.03237 -1.51463 -0.02550  -0.54
S 0.43809 -2.68369 -1.32279  0.01
N 1.02681 1.02224 1.78254  -0.68
H -0.07442 2.02850 0.21637  0.25
H -0.95117 0.94383 0.97957  0.23
H 1.45118 -0.00467 -0.61011  0.21
H 0.12852 0.17778 -1.39397  0.29
H -1.12028 -1.59689 -0.03663  0.25
H 0.29119 -1.83754 0.96071  0.21
H 1.76472 -2.80791 -1.15978  0.13
H 0.90336 1.90263 2.24534  0.45
H 0.62958 0.32087 2.41219  0.44
H 1.94132 0.67741 1.49709  0.45
H -2.16570 0.33377 -2.54485  0.49
H -2.63533 1.44122 -1.54268  0.49
O -2.04151 0.69183 -1.66084  -0.98

Question: Among the records above, which one has the lowest M?
Answer: C3H4N2

Question: The highest calculated total energy belongs to which entry?
Answer: C3H4N2